*one*
ORCA calculation (ωB97M-V with the def2-TZVPD basis set) on a cluster of 2 separate species, C3H11N3 in total.

Geometry as XYZ:
```
17
Properties=species:S:1:pos:R:3:lowdin_charge:R:1
C -0.53 1.80 -3.00 -0.04
C 0.26 2.80 -2.51 -0.32
N 1.00 3.02 -1.31 -0.01
H -0.87 1.01 -2.26 0.06
H -0.71 1.78 -4.07 0.04
H 0.57 3.54 -3.26 0.09
H 1.07 2.47 -0.46 0.07
H 0.90 4.04 -1.00 0.10
N -0.95 -2.60 2.95 -0.05
C -0.64 -1.91 1.72 -0.40
N 0.64 -2.43 1.26 -0.07
H -1.33 -3.57 2.88 0.08
H -0.11 -2.93 3.51 0.08
H -1.42 -1.96 0.98 0.10
H -0.39 -0.83 1.99 0.11
H 1.07 -1.91 0.52 0.02
H 1.44 -2.32 2.05 0.13
```

Summary:
Frontier orbital gap, eV: 9.32
HOMO level, eV: -8.58
Net charge: 0
Lowest unoccupied orbital energy, eV: 0.74

*two*
ORCA calculation (ωB97M-V with the def2-TZVPD basis set) on a structure of composition C3H11N3.

Geometry as XYZ:
```
17
Properties=species:S:1:pos:R:3:lowdin_charge:R:1
C -1.06 -0.13 -1.03 -0.24
N -0.84 -0.38 0.37 -0.10
C 0.38 -0.95 0.87 -0.36
N 0.52 -0.91 2.30 0.03
C 0.13 0.59 -1.80 -0.21
N 0.65 1.77 -0.62 0.01
H -1.12 -1.08 -1.57 0.10
H -1.93 0.52 -1.04 0.11
H -1.25 0.33 0.95 0.10
H 0.44 -1.95 0.41 0.11
H 1.25 -0.42 0.43 0.10
H 0.40 -1.83 2.69 0.06
H 1.29 -0.40 2.68 0.06
H -0.31 0.81 -2.80 0.12
H 0.87 -0.19 -2.07 0.10
H 1.59 2.04 -0.95 0.02
H 0.07 1.80 -1.58 -0.01
```

Summary:
Frontier orbital gap, eV: 9.02
HOMO level, eV: -8.03
Net charge: 0
Lowest unoccupied orbital energy, eV: 1.00

Quick one: most stable of them? *one*

*one*
ORCA calculation (ωB97M-V with the def2-TZVPD basis set) on a cluster of 2 separate species, C3H11N3 in total.

Geometry as XYZ:
```
17
Properties=species:S:1:pos:R:3:lowdin_charge:R:1
C 2.73 0.88 -0.53 -0.13
C 1.91 -1.36 0.16 -0.08
N 1.89 -0.42 -0.71 -0.11
H 2.36 1.46 -1.41 0.06
H 2.40 1.42 0.49 0.10
H 3.84 0.66 -0.33 0.09
H 1.25 -2.16 0.10 0.03
H 2.32 -1.29 1.19 0.08
N -1.10 0.76 -0.32 -0.03
C -1.98 -0.33 0.15 -0.39
N -3.12 0.15 0.92 -0.04
H -0.94 1.32 0.59 0.09
H -0.19 0.47 -0.63 -0.01
H -1.41 -1.09 0.75 0.10
H -2.45 -0.84 -0.75 0.12
H -3.78 0.75 0.40 0.07
H -3.01 0.69 1.77 0.05
```

Summary:
Frontier orbital gap, eV: 10.03
HOMO level, eV: -9.18
Net charge: 0
Lowest unoccupied orbital energy, eV: 0.86

*two*
ORCA calculation (ωB97M-V with the def2-TZVPD basis set) on a structure of composition C3H11N3.

Geometry as XYZ:
```
17
Properties=species:S:1:pos:R:3:lowdin_charge:R:1
C -0.13 0.97 0.68 -0.53
C 0.80 1.64 1.66 -0.02
N -0.26 1.32 -0.57 0.08
N -0.94 0.00 1.16 0.15
H 1.03 -1.18 -0.61 0.01
H -0.89 -0.24 2.13 0.11
H -1.40 -0.56 0.46 0.10
H 0.42 1.99 -0.90 0.08
H -0.34 0.19 -1.39 0.07
H 1.58 2.19 1.13 0.08
H 1.28 0.89 2.29 0.08
H 0.24 2.33 2.29 0.09
C -0.79 -2.08 -2.10 -0.26
N -0.18 -1.02 -1.85 -0.15
H 1.55 -1.03 0.06 0.04
H -1.13 -2.83 -1.37 0.03
H -0.85 -2.58 -3.07 0.03
```

Summary:
Frontier orbital gap, eV: 7.71
HOMO level, eV: -6.97
Net charge: 0
Lowest unoccupied orbital energy, eV: 0.73

Quick one: most stable of them? *one*

*one*
ORCA calculation (ωB97M-V with the def2-TZVPD basis set) on the molecule C4H6ClFS2.

Geometry as XYZ:
```
14
Properties=species:S:1:pos:R:3:lowdin_charge:R:1
C 2.76 -0.48 0.23 -0.52
C 0.08 0.40 -0.23 -0.96
C -1.28 0.31 -0.65 -0.43
C -2.14 -0.23 0.35 -0.80
H 3.26 -1.52 0.58 0.05
H 3.18 0.56 0.85 0.11
H 3.32 -0.23 -0.87 0.10
H -1.52 1.37 -0.79 0.09
H -1.46 -0.29 -1.57 0.14
H -2.12 -1.39 0.75 0.17
F -1.90 0.60 1.36 -0.04
S 1.07 -1.06 0.09 0.83
S 0.61 2.07 0.02 0.63
Cl -3.86 -0.10 -0.12 0.64
```

Summary:
Frontier orbital gap, eV: 8.07
HOMO level, eV: -8.84
Net charge: 0
Lowest unoccupied orbital energy, eV: -0.77

*two*
ORCA calculation (ωB97M-V with the def2-TZVPD basis set) on a structure of composition C4H6ClFS2.

Geometry as XYZ:
```
14
Properties=species:S:1:pos:R:3:lowdin_charge:R:1
C -0.66 -0.79 0.08 -0.57
C -0.36 0.69 0.04 -0.85
C 0.72 -0.16 -0.27 -0.94
C 1.92 0.28 0.65 -0.07
H -0.52 -0.46 2.34 -0.08
H -0.89 -1.12 -0.94 0.06
H -0.56 1.08 0.93 0.04
H -0.10 1.04 -2.88 0.15
H 2.70 -0.61 0.45 0.14
H 2.23 1.54 0.23 0.22
F 1.28 0.34 2.04 -0.17
S -1.30 -1.49 1.70 0.70
S 1.15 -0.51 -1.92 0.67
Cl -1.28 1.60 -1.05 0.70
```

Summary:
Frontier orbital gap, eV: 7.09
HOMO level, eV: -8.70
Net charge: 0
Lowest unoccupied orbital energy, eV: -1.61

Quick one: most stable of them? *one*

*one*
ORCA calculation (ωB97M-V with the def2-TZVPD basis set) on the molecule CH3N3S2.

Geometry as XYZ:
```
9
Properties=species:S:1:pos:R:3:lowdin_charge:R:1
C 0.46 0.91 -0.42 -0.40
N -0.47 -1.21 0.13 -0.07
N -0.66 -0.55 1.24 -0.37
N 0.09 -0.55 -0.75 -0.78
S 0.67 -1.28 -2.05 0.49
S -0.44 1.16 1.16 0.86
H 1.53 0.73 -0.23 0.08
H 0.06 1.66 -1.09 0.07
H -1.25 -0.87 2.01 0.11
```

Summary:
Frontier orbital gap (alpha / beta), eV: 7.53 / 7.53
HOMO level (alpha / beta), eV: -7.54 / -7.54
Net charge: 0
Lowest unoccupied orbital energy (alpha / beta), eV: -0.02 / -0.02

*two*
ORCA calculation (ωB97M-V with the def2-TZVPD basis set) on the molecule CH3N3S2.

Geometry as XYZ:
```
9
Properties=species:S:1:pos:R:3:lowdin_charge:R:1
C -0.50 -1.43 0.15 -0.55
N 0.55 -1.03 -0.49 -0.05
N 1.08 0.02 -0.76 -0.06
N 1.27 1.04 0.09 0.02
S -1.99 -0.63 0.39 0.41
S -1.74 1.29 0.05 0.05
H -0.41 -2.52 0.44 0.10
H 1.33 1.91 -0.48 0.11
H 0.41 1.34 0.61 -0.03
```

Summary:
Frontier orbital gap (alpha / beta), eV: 7.00 / 7.00
HOMO level (alpha / beta), eV: -8.22 / -8.22
Net charge: 0
Lowest unoccupied orbital energy (alpha / beta), eV: -1.23 / -1.22

Quick one: most stable of them? *two*

*one*
ORCA calculation (ωB97M-V with the def2-TZVPD basis set) on the molecule H3OPS2.

Geometry as XYZ:
```
7
Properties=species:S:1:pos:R:3:lowdin_charge:R:1
O -0.44 1.96 0.36 -0.55
P 1.48 -0.30 0.22 0.65
S -2.07 -0.47 0.40 0.18
S -0.57 0.60 -0.13 0.02
H 1.30 -1.49 -0.72 -0.08
H 0.96 -1.04 1.25 -0.17
H -0.65 0.74 -1.37 -0.06
```

Summary:
Frontier orbital gap, eV: 8.81
HOMO level, eV: -9.34
Net charge: 0
Lowest unoccupied orbital energy, eV: -0.53

*two*
ORCA calculation (ωB97M-V with the def2-TZVPD basis set) on the molecule H3OPS2.

Geometry as XYZ:
```
7
Properties=species:S:1:pos:R:3:lowdin_charge:R:1
O 1.30 -0.39 1.25 -0.41
S 0.42 0.19 -1.90 0.28
S -1.93 0.18 0.75 0.30
P 0.07 -0.04 0.15 0.16
H 0.90 -0.75 2.09 0.03
H 1.75 0.48 -1.86 -0.18
H -2.51 0.33 -0.47 -0.19
```

Summary:
Frontier orbital gap, eV: 5.13
HOMO level, eV: -6.29
Net charge: 0
Lowest unoccupied orbital energy, eV: -1.15

*three*
ORCA calculation (ωB97M-V with the def2-TZVPD basis set) on the molecule H3OPS2.

Geometry as XYZ:
```
7
Properties=species:S:1:pos:R:3:lowdin_charge:R:1
O -1.50 0.48 -1.40 -0.56
P -0.06 0.77 1.35 0.65
S 0.00 -2.03 -1.02 0.19
S -0.36 -0.17 -0.75 -0.01
H 1.24 0.89 0.95 -0.18
H -0.08 -0.63 1.92 -0.09
H 0.76 0.69 -1.06 0.00
```

Summary:
Frontier orbital gap, eV: 8.44
HOMO level, eV: -9.40
Net charge: 0
Lowest unoccupied orbital energy, eV: -0.96

*four*
ORCA calculation (ωB97M-V with the def2-TZVPD basis set) on the molecule H3OPS2.

Geometry as XYZ:
```
7
Properties=species:S:1:pos:R:3:lowdin_charge:R:1
O -0.84 1.32 0.19 -0.33
P -0.12 0.04 -0.46 -0.08
S 1.84 -0.08 0.25 0.41
S -0.87 -1.67 0.00 0.16
H -1.24 1.11 1.04 0.06
H -0.13 0.52 -1.76 -0.01
H 1.37 -1.25 0.74 -0.22
```

Summary:
Frontier orbital gap, eV: 9.78
HOMO level, eV: -9.17
Net charge: 0
Lowest unoccupied orbital energy, eV: 0.61

Quick one: most stable of them? *four*